Density functional theory data (ωB97M-V with the def2-TZVPD basis set) for an isolated molecule of CH3NS2 at a distorted geometry.

Results
- Relative energy (zero: lowest compared OMol25 entry of this formula, charge and spin): 53.5 kJ/mol
- SMILES: NC(=S)S
- LUMO: 0.3 eV

Each line ends with the natural charge from an NBO analysis.
Positions of all 7 atoms, in Å:
N 0.140982 0.226502 1.154423  -0.7992
C 0.171712 -0.161895 -0.168556  -0.0910
S 0.321015 -1.790637 -0.552084  -0.1817
S -0.377163 0.984627 -1.341521  0.0823
H 0.502563 -0.602745 1.775866  0.4447
H 0.091386 1.199327 1.265342  0.4005
H -0.850496 0.144821 -2.133470  0.1445

Cartesian forces (eV/Å) of the 2 atoms listed first:
1.36 -3.67 -1.56
-1.21 -2.39 1.37

=====

Density functional theory data (ωB97M-V with the def2-TZVPD basis set) for a structure of composition C32H29CuIN5Se.

Results
- Spin multiplicity: 2
- Relative energy (zero: lowest compared OMol25 entry of this formula, charge and spin): 47.1 kJ/mol
- Total charge: +1
- LUMO (alpha / beta): -3.0 / -3.6 eV

Each line ends with the Löwdin spin population.
Positions of all 69 atoms, in Å:
Cu -0.307537 0.385645 0.029830  0.5713
C -1.484733 -0.680348 4.060885  0.0003
C -0.295165 -1.354027 3.435596  0.0006
C 0.086226 -2.627552 3.861809  0.0001
C 1.245992 -3.188210 3.368854  0.0010
C 2.014299 -2.459255 2.475911  0.0002
C 1.551786 -1.220537 2.076494  0.0009
N 0.406542 -0.684451 2.519610  0.0086
C 2.340505 -0.367776 1.146758  0.0024
C 3.727279 -0.391928 1.117490  0.0008
C 4.394166 0.506054 0.305177  -0.0008
C 3.673472 1.433948 -0.428194  0.0004
C 2.291720 1.401718 -0.357636  0.0011
N 1.657392 0.487613 0.386255  0.0166
C 1.407705 2.394586 -1.028651  0.0043
C 1.868448 3.292458 -1.965396  0.0018
C 0.965698 4.190658 -2.517741  0.0002
C -0.340748 4.184362 -2.087027  0.0018
C -0.748861 3.259041 -1.125439  0.0047
C -2.147859 3.299154 -0.590595  0.0012
N 0.118143 2.363283 -0.637509  0.0595
H -1.365411 -0.658227 5.145440  0.0001
H -2.408521 -1.222400 3.847453  0.0001
H -1.573611 0.343093 3.707421  0.0000
H -0.514987 -3.147351 4.597521  0.0000
H 1.560868 -4.173991 3.686437  0.0000
H 2.928317 -2.869283 2.069791  0.0001
H 4.272920 -1.072795 1.753556  0.0002
H 5.475816 0.511269 0.271793  -0.0001
H 4.181793 2.177209 -1.024163  0.0001
H 2.902842 3.290746 -2.276354  0.0004
H 1.293321 4.898624 -3.267815  0.0000
H -1.057619 4.896139 -2.473847  0.0002
H -2.437931 4.332061 -0.396534  0.0000
H -2.232495 2.722526 0.324913  0.0007
H -2.847895 2.886020 -1.318601  -0.0001
I -0.084567 -0.043717 -3.108526  0.0303
C -2.175061 0.086841 -2.942085  0.0036
C -2.849259 0.130150 -4.127274  -0.0015
C -4.258990 0.136720 -4.135971  0.0014
C -4.938164 0.068694 -2.958062  -0.0001
C -4.251906 0.017512 -1.719412  0.0053
C -4.991654 -0.076173 -0.512795  -0.0080
C -4.352558 -0.133542 0.686969  0.0089
C -2.941958 -0.051589 0.725776  0.0262
C -2.177413 0.064341 -0.404398  0.1601
C -2.825360 0.055823 -1.675593  0.0232
H -2.308124 0.141212 -5.063495  0.0005
H -4.786439 0.175430 -5.080066  0.0001
H -6.021563 0.049337 -2.944693  0.0003
H -6.073534 -0.106357 -0.568557  -0.0002
H -4.916089 -0.216784 1.609140  0.0011
H -2.459330 -0.057827 1.694813  0.0063
C 1.954460 -5.277195 -1.219209  0.0008
N 0.847503 -5.434158 -0.291451  0.0030
C 0.451026 -6.620127 0.308398  0.0009
C -0.624787 -6.339743 1.065909  0.0001
N -0.879258 -4.985798 0.919511  0.0005
C -1.958154 -4.237755 1.543419  0.0013
C 0.024203 -4.427745 0.084078  0.0106
Se 0.078745 -2.677014 -0.478737  0.0451
H 2.402560 -6.252510 -1.389612  0.0000
H 2.696536 -4.595142 -0.808285  0.0002
H 1.593153 -4.864005 -2.158411  0.0004
H 0.965975 -7.548970 0.138357  0.0002
H -1.230532 -6.975715 1.686756  0.0000
H -2.594540 -4.932147 2.086018  0.0001
H -2.536031 -3.720032 0.779841  0.0004
H -1.550566 -3.494092 2.227755  0.0002

Cartesian forces (eV/Å) of the 2 atoms listed first:
-0.30 -0.33 -0.13
0.04 -0.06 -0.05

=====

Density functional theory data (ωB97M-V with the def2-TZVPD basis set) for a structure of composition C34H78O25PS9Tl at a distorted geometry.

Results
- LUMO: -4.2 eV

Each line ends with the Mulliken charge.
Positions of all 148 atoms, in Å:
Tl 22.520009 -2.087797 2.740510  3.5838
P 24.593665 -0.714926 0.724513  -0.2091
O 24.712507 -0.498123 2.290965  -0.9428
O 23.066319 -0.321530 0.596040  0.8217
O 24.569683 -2.263605 0.752773  -0.5931
O 25.643483 -0.022534 -0.249038  -0.9959
C 26.840111 -3.121906 -2.615308  -1.8418
C 27.511127 -2.319245 -1.447387  1.2496
C 27.406467 -2.997466 -0.137827  3.0445
O 28.778729 -3.255635 0.279547  -0.4972
C 29.614406 -2.992466 -0.709363  0.6306
O 30.864171 -3.035760 -0.820846  -0.6449
O 28.905051 -2.389327 -1.715783  -0.4966
H 27.341126 -4.036140 -2.933510  0.4114
H 26.643580 -2.509241 -3.495155  0.3420
H 25.862854 -3.492595 -2.306036  0.2736
H 27.134250 -1.298021 -1.503666  -0.0801
H 26.814236 -3.908826 -0.220236  -1.1219
H 27.016857 -2.338463 0.638071  -1.6855
C 26.014107 2.823525 5.414416  -1.6835
C 26.000988 1.442916 5.863878  2.4109
C 27.357738 1.087263 6.456793  -0.2121
O 26.921093 0.402967 7.668442  -0.3761
C 25.668549 0.784029 8.030381  0.3931
O 25.078389 0.360064 9.028798  -0.5865
O 25.092030 1.341853 6.958067  -0.4040
H 26.580491 2.938400 4.490231  0.2083
H 26.367631 3.542037 6.153908  0.5040
H 25.031432 3.234954 5.183769  0.3111
H 25.767519 0.763516 5.044109  -1.0963
H 28.028914 1.937351 6.579170  0.3613
H 27.906335 0.378661 5.836277  0.1823
C 24.943699 3.462137 1.350643  -1.3739
C 24.989372 3.039262 -0.145008  1.3266
C 23.772725 2.222294 -0.596712  2.1336
O 23.119771 3.122515 -1.388531  -0.4859
C 23.862735 4.217476 -1.718564  0.4947
O 23.572211 5.134048 -2.440792  -0.5945
O 24.856778 4.283951 -0.880531  -0.4984
H 23.943212 3.614783 1.755401  0.4212
H 25.585895 4.309571 1.590504  0.4894
H 25.345703 2.681659 1.996658  -0.1046
H 25.865795 2.470885 -0.456367  -0.0255
H 23.111189 2.064974 0.255185  -1.2435
H 23.955843 1.316203 -1.174265  -0.6306
C 29.106004 0.654375 0.345634  -1.4952
C 28.291814 1.382790 1.378942  1.6705
C 27.632426 0.386976 2.337258  2.1894
O 28.543869 0.544394 3.453153  -0.3702
C 29.200979 1.737697 3.405947  0.4775
O 29.837284 2.138400 4.360681  -0.6036
O 29.130687 2.216517 2.163717  -0.3913
H 28.446422 -0.031373 -0.186167  0.1342
H 29.842435 0.021920 0.841379  0.4336
H 29.623094 1.338828 -0.326860  0.4538
H 27.520729 1.932831 0.839516  -0.6525
H 27.643027 -0.656612 2.022756  -0.9299
H 26.619114 0.661832 2.630111  -0.8609
C 26.678539 -2.449430 3.556635  0.4447
S 25.916243 -3.783736 4.624769  0.2977
O 24.536666 -3.922058 4.049870  -0.0863
C 26.912797 -5.221209 4.037688  -1.1964
H 26.515763 -2.669999 2.501667  -0.5869
H 27.764593 -2.377992 3.615575  0.8168
H 26.156673 -1.553627 3.893220  -0.6233
H 26.647932 -5.980032 4.773984  0.5251
H 27.971700 -5.048505 4.230021  0.4423
H 26.794266 -5.630508 3.034418  0.1264
C 19.220139 -5.802737 1.291267  -1.0073
S 19.607317 -4.030281 0.913017  0.8384
O 21.145217 -3.941760 0.969272  -0.7878
C 18.916293 -4.163152 -0.795555  -1.4021
H 18.149571 -5.882840 1.479895  0.4581
H 19.800607 -6.114767 2.159478  0.0298
H 19.542742 -6.428851 0.459403  0.4473
H 17.857722 -4.417723 -0.743427  0.4693
H 19.503628 -4.732549 -1.515918  0.4249
H 18.834502 -3.147638 -1.183034  0.3739
C 20.007768 2.324237 4.369830  -0.8640
S 21.562651 1.340790 4.758764  0.3887
O 21.338077 0.011444 4.030307  -0.1669
C 22.739132 2.297117 3.741563  0.6099
H 20.172155 3.378074 4.594549  0.5172
H 19.162926 1.953337 4.950156  0.3552
H 19.779272 2.241093 3.307305  -0.0363
H 22.413020 1.981408 2.750565  -0.8050
H 23.750302 1.891447 3.774174  -0.6657
H 22.714877 3.384981 3.805353  0.7917
C 22.095416 -2.320257 -1.973586  0.2191
S 22.773178 -2.218124 -3.702049  0.4138
O 21.752660 -1.706492 -4.717533  -0.6580
C 24.128848 -1.039318 -3.347471  -0.2460
H 21.877563 -1.359965 -1.506167  -0.1588
H 22.806096 -2.645762 -1.213921  -0.0192
H 21.184286 -2.913491 -1.896117  0.0217
H 24.677294 -0.852041 -4.270636  0.5068
H 24.725696 -1.277193 -2.466968  -0.4569
H 23.639512 -0.090415 -3.127824  0.2424
C 24.546363 -2.823403 7.810767  -0.8999
S 23.451452 -1.576195 6.939591  0.5122
O 22.935609 -2.247800 5.647345  -0.6924
C 21.974386 -1.621203 8.080124  -0.6616
H 23.832638 -3.575307 8.147403  0.3609
H 25.003903 -2.402568 8.706118  0.4379
H 25.288131 -3.203686 7.108434  0.1498
H 21.241186 -1.122130 7.446542  -0.1429
H 22.056442 -0.934515 8.922630  0.3734
H 21.617008 -2.635343 8.258710  0.3566
C 22.126033 -5.525038 5.769025  -0.2902
S 21.982603 -6.189887 4.078989  0.1967
O 22.132340 -4.904178 3.258697  -0.4550
C 23.647161 -6.892385 3.966602  -0.5393
H 21.993972 -6.347870 6.471603  0.6068
H 21.394038 -4.739826 5.958049  -0.0705
H 23.093266 -5.030404 5.857860  -0.2089
H 23.737595 -7.752065 4.630584  0.5518
H 24.394091 -6.137115 4.211102  -0.3410
H 23.763070 -7.208737 2.929976  0.2073
C 20.231575 1.312858 0.480941  -0.2044
S 19.271008 -0.244415 0.857570  0.4558
O 20.044939 -0.952100 1.981072  -0.5441
C 17.836446 0.494114 1.676313  -1.0317
H 20.536837 1.928924 1.326741  -0.1622
H 19.544509 1.929994 -0.098021  0.7209
H 21.162007 1.224544 -0.079953  -0.3793
H 17.111971 -0.254423 1.997126  0.2995
H 17.321250 1.132146 0.958278  0.5157
H 18.153287 1.029728 2.571200  0.1377
C 24.088813 -5.579616 0.147579  0.2577
S 25.632075 -6.581669 0.589341  0.6539
O 25.168128 -7.981149 0.923584  -0.7440
C 26.431633 -6.571161 -1.087343  -1.1343
H 23.590493 -5.319985 1.081581  -0.4392
H 23.262632 -6.045739 -0.389307  0.6506
H 24.382299 -4.734237 -0.474753  -0.3765
H 27.445508 -6.937905 -0.927177  0.3790
H 26.383145 -5.643139 -1.657012  0.1428
H 25.724175 -7.270977 -1.532151  0.5260
C 17.615670 -3.039689 4.089184  -0.5029
S 18.929574 -2.535863 5.212406  0.2601
O 20.261446 -2.554075 4.388783  -0.6934
C 18.469959 -0.747988 5.329496  -0.3655
H 16.817509 -3.293123 4.786908  0.4941
H 17.814210 -3.930766 3.493635  0.0555
H 17.337602 -2.276030 3.362826  -0.0570
H 18.625131 -0.467997 4.287564  -0.2550
H 19.253097 -0.242832 5.894844  0.2039
H 17.461451 -0.390219 5.536910  0.4653

Cartesian forces (eV/Å) of the 2 atoms listed first:
0.05 0.00 -0.11
0.00 0.45 -0.48